No. 1
{
  "formula": "C5H8N2S",
  "method": "wB97M-V/def2-TZVPD",
  "e_lumo_ev": 0.7,
  "orbital_gap_ev": 8.87,
  "e_homo_ev": -8.149,
  "smiles": "CC1=CCNC(=S)N1",
  "elements": ["C", "S", "H", "H", "C", "N", "C", "C", "H", "C", "N", "H", "H", "H", "H", "H"],
  "coordinates": [[1.6677, -1.6053, 0.0087], [-3.3345, -0.7471, -0.0049], [-2.3102, 1.7598, -0.0221], [-0.1224, 2.4610, 0.9295], [0.6295, -0.5269, -0.0054], [-0.6864, -0.9534, -0.0022], [0.8897, 0.7770, -0.0197], [-0.1822, 1.8188, -0.0024], [1.9184, 1.0989, 0.0037], [-1.7847, -0.1452, 0.0030], [-1.5067, 1.1672, -0.0002], [-0.0630, 2.4961, -0.8707], [-0.9203, -1.9355, 0.0309], [2.6654, -1.1604, -0.0095], [1.5968, -2.2423, 0.8830], [1.5429, -2.2628, -0.9217]]
}

No. 2
{
  "formula": "C8H12N2PRe",
  "method": "wB97M-V/def2-TZVPD",
  "e_lumo_ev": [-3.6, -3.8],
  "orbital_gap_ev": [6.52, 8.41],
  "total_charge": 1,
  "e_homo_ev": [-10.161, -12.188],
  "spin_multiplicity": 4,
  "elements": ["H", "C", "H", "H", "N", "C", "H", "C", "C", "C", "Re", "H", "H", "C", "N", "H", "P", "H", "H", "H", "C", "H", "H", "C"],
  "coordinates": [[-1.0476, -1.4186, -3.7805], [1.2100, -1.2213, -1.1782], [-1.0009, 2.9884, 0.8673], [0.1532, 0.7881, -4.2921], [-0.1911, -0.3428, 3.5669], [-0.3430, -0.9523, -3.0652], [1.7935, -1.9769, -0.7064], [-1.0214, -1.4039, 1.8156], [0.0710, 0.3894, 2.4583], [1.0964, 0.8167, -2.3126], [-0.0158, 0.1736, -0.9421], [1.1942, 2.9066, 0.9169], [1.6239, 1.7220, -2.4995], [0.2848, 0.2625, -3.3247], [-0.4254, -0.2163, 1.3671], [0.1005, -0.0766, 4.5044], [0.0917, 2.4864, 0.1089], [0.5944, 1.3441, 2.4757], [-1.4853, -2.0803, 1.1174], [-1.1648, -2.2607, 3.8598], [-0.1380, -1.5467, -1.7851], [-0.6708, -2.4221, -1.5076], [0.1608, 3.5353, -0.8457], [-0.8704, -1.4946, 3.1816]]
}

No. 3
{
  "formula": "C24H18FeN16O4S",
  "method": "wB97M-V/def2-TZVPD",
  "e_lumo_ev": [2.3, 1.9],
  "orbital_gap_ev": [8.08, 7.75],
  "total_charge": -1,
  "e_homo_ev": [-5.824, -5.808],
  "spin_multiplicity": 2,
  "elements": ["C", "N", "C", "H", "C", "N", "H", "H", "C", "N", "H", "C", "C", "C", "N", "N", "C", "H", "S", "C", "N", "N", "C", "C", "H", "H", "N", "O", "C", "N", "C", "H", "Fe", "C", "H", "H", "H", "C", "N", "H", "N", "N", "C", "C", "H", "N", "O", "C", "C", "C", "C", "C", "C", "N", "O", "H", "H", "C", "O", "N", "H", "H", "N", "H"],
  "coordinates": [[-2.5012, -1.4018, -1.5844], [-1.3375, -4.0311, -0.6008], [-0.9463, -1.5110, 4.2253], [0.8011, 4.3071, -1.3580], [-1.8593, -1.1674, 3.2468], [1.9508, -4.0562, 0.5187], [-1.6224, 7.0311, 1.5684], [4.2057, 2.5656, 2.5430], [0.3466, -1.8534, 3.8525], [0.4527, 0.5698, -0.3867], [3.2211, 0.2837, 2.9861], [0.6496, -4.3090, 0.1239], [-1.5089, -1.6330, -2.7019], [-1.8727, 2.8621, 0.1125], [3.9146, -2.7973, -0.0133], [-1.8393, -1.2134, -0.3946], [0.6922, -1.8055, 2.5150], [-1.2513, -2.0785, -6.0247], [-0.1310, 1.5959, -1.5490], [2.6067, -2.9379, 0.0395], [-0.1901, -3.3737, -0.3167], [-0.2139, -1.5653, -2.3800], [-1.7521, 5.1957, 0.7052], [-2.4270, -0.9350, 0.7960], [-2.8868, -0.9075, 3.4590], [3.1293, 3.8779, 0.6646], [1.8554, 2.3655, 0.1538], [-3.5582, -0.5565, 1.0247], [2.8617, 0.9080, 2.1702], [-1.1665, -5.2736, -0.3228], [-1.9236, -1.8321, -4.0009], [1.0840, -2.1461, 4.5864], [0.0584, -1.4462, -0.4104], [-0.6090, 5.3271, -0.0840], [1.1588, -1.8746, -5.3982], [-2.9852, -1.8795, -4.1966], [1.6911, -2.0239, 2.1780], [-0.0932, 4.2325, -0.7547], [4.0903, -1.5997, -0.6175], [1.7436, -1.5535, -2.9906], [-2.2947, 6.3112, 1.3557], [2.9620, -1.0536, -0.8871], [0.3783, -1.8243, -4.6528], [-0.9615, -1.9313, -4.9921], [-1.2375, -1.5264, 5.2679], [0.0811, -5.4961, 0.1443], [0.8682, 2.0089, -2.4931], [-1.4490, -1.1813, 1.9260], [-0.7238, 3.0041, -0.6520], [2.8172, 2.8654, 0.9073], [1.4406, 1.1164, 0.4114], [0.7173, -1.6464, -3.3216], [3.4025, 2.1622, 1.9451], [-0.1932, -1.4721, 1.5768], [-3.6902, -1.4128, -1.7890], [-3.2814, 3.8485, 1.3870], [2.5258, -4.8727, 0.6451], [-2.3811, 3.9543, 0.7926], [-1.3225, 0.9926, -2.0885], [1.8932, 0.3882, 1.4410], [-2.8582, 6.0843, 2.1598], [-0.1255, 6.2942, -0.1665], [1.9724, -1.8779, -0.4636], [-2.3785, 1.9055, 0.1621]]
}

Table of relative energy (zero: lowest compared OMol25 entry of this formula, charge and spin) (kcal/mol), in record order: 0.2, 60.7, 0.0